[1]
Formula: C6H9N
Source: the OMol25 dataset
Level of theory: ωB97M-V with the def2-TZVPD basis set

Total charge   0
Molecular weight   95.14 g mol⁻¹

Atoms and positions in Å:
1 N 0.688 -0.506 -0.278
2 C -1.315 -1.054 0.538
3 C -0.626 1.219 0.105
4 C -0.218 -0.061 0.831
5 C -1.634 -0.790 -0.734
6 C 2.076 -0.156 0.062
7 C -0.684 0.303 -1.103
8 H 2.314 -0.739 0.975
9 H 0.204 -0.006 1.835
10 H 0.209 1.921 0.000
11 H 2.281 0.897 0.314
12 H -2.232 -1.382 -1.418
13 H 2.798 -0.499 -0.684
14 H -1.502 -1.940 1.129
15 H -0.751 0.707 -2.121
16 H -1.538 1.742 0.414


[2]
Formula: C6H9N
Source: the OMol25 dataset
Level of theory: ωB97M-V with the def2-TZVPD basis set

Total charge   0
Molecular weight   95.14 g mol⁻¹
SMILES   [H]/N=C(\C)C=C=CC

Atoms and positions in Å:
1 N -0.473 0.510 1.485
2 C 1.926 0.139 -0.973
3 C 0.771 -0.432 -0.779
4 C -2.325 -1.107 1.231
5 C -1.015 -0.456 0.853
6 C 2.122 1.567 -1.410
7 C -0.389 -0.927 -0.414
8 H -0.933 -1.631 -1.042
9 H -2.583 -0.880 2.270
10 H 2.787 1.648 -2.275
11 H 1.169 2.050 -1.640
12 H 2.812 -0.438 -0.715
13 H -1.031 0.749 2.305
14 H -3.123 -0.719 0.586
15 H -2.296 -2.193 1.101
16 H 2.582 2.121 -0.582


Going through the records in order, we get gap between HOMO and LUMO values of 0.3467; 0.3691 Eh.